1.
Entry from the Open Molecules 2025 dataset: C30H61N6O4PSi2 as an isolated structure (the ωB97M-V functional and the def2-TZVPD basis).

Positions of all 104 atoms, in Å:
C (-6.188, -1.260, 4.613)
C (-5.870, -0.027, 4.181)
Si (-5.983, 0.697, 2.460)
C (-6.015, -0.573, 1.096)
C (-7.158, -1.615, 1.225)
C (-6.688, -3.065, 0.964)
C (-7.045, -4.070, 2.082)
C (-5.883, -5.026, 2.422)
N (-5.097, -4.643, 3.595)
O (-4.725, 1.761, 2.270)
Si (-3.142, 1.330, 2.043)
C (-2.083, 2.706, 2.706)
C (-2.616, 3.160, 4.084)
C (-2.710, -0.290, 2.920)
P (-0.973, -0.706, 2.839)
O (-0.229, -0.275, 4.029)
O (-0.834, -2.298, 2.597)
O (-0.432, -0.157, 1.434)
H (-7.119, -1.747, 4.345)
H (-5.519, -1.799, 5.281)
H (-5.396, 0.622, 4.925)
H (-7.233, 1.479, 2.328)
H (-5.061, -1.088, 0.954)
H (-6.173, 0.011, 0.184)
H (-7.909, -1.357, 0.480)
H (-7.660, -1.540, 2.191)
H (-5.600, -3.083, 0.861)
H (-7.116, -3.414, 0.024)
H (-7.309, -3.531, 2.992)
H (-7.916, -4.655, 1.779)
H (-6.257, -6.040, 2.567)
H (-5.196, -5.068, 1.573)
H (-4.750, -3.698, 3.476)
H (-5.676, -4.652, 4.424)
H (-2.918, 1.135, 0.594)
H (-2.228, 3.531, 2.006)
H (-1.034, 2.418, 2.763)
H (-1.840, 3.672, 4.651)
H (-3.447, 3.853, 3.963)
H (-2.985, 2.325, 4.685)
H (-2.911, -0.204, 3.990)
H (-3.277, -1.143, 2.541)
H (-1.202, -2.775, 3.350)
H (0.228, -0.780, 1.104)
C (3.807, 0.182, 0.618)
C (2.821, 0.751, -0.391)
C (3.128, 0.353, -1.839)
C (4.442, 0.831, -2.272)
N (5.469, 1.217, -2.612)
H (4.815, 0.556, 0.447)
H (3.521, 0.473, 1.628)
H (3.830, -0.910, 0.571)
H (2.808, 1.840, -0.312)
H (1.811, 0.408, -0.155)
H (2.382, 0.767, -2.518)
H (3.112, -0.734, -1.947)
C (6.368, 1.959, -5.570)
C (7.412, 2.678, -6.415)
C (6.939, 4.049, -6.909)
C (5.748, 3.945, -7.753)
N (4.813, 3.863, -8.417)
H (5.466, 1.751, -6.148)
H (6.755, 1.005, -5.210)
H (6.088, 2.549, -4.699)
H (7.684, 2.060, -7.271)
H (8.319, 2.819, -5.829)
H (7.723, 4.536, -7.491)
H (6.698, 4.697, -6.063)
C (10.320, -1.595, -4.555)
C (11.137, -0.456, -3.960)
C (10.547, 0.923, -4.278)
C (10.493, 1.172, -5.719)
N (10.436, 1.374, -6.849)
H (10.299, -1.539, -5.644)
H (10.750, -2.559, -4.283)
H (9.291, -1.571, -4.193)
H (12.162, -0.504, -4.332)
H (11.186, -0.565, -2.875)
H (11.145, 1.713, -3.822)
H (9.532, 1.002, -3.882)
C (5.306, -0.841, 4.481)
C (6.081, 0.265, 5.186)
C (5.477, 1.654, 4.946)
C (5.469, 1.997, 3.523)
N (5.468, 2.265, 2.406)
H (5.322, -0.706, 3.399)
H (5.743, -1.815, 4.699)
H (4.263, -0.860, 4.806)
H (7.119, 0.260, 4.848)
H (6.096, 0.079, 6.261)
H (6.044, 2.420, 5.476)
H (4.448, 1.688, 5.310)
C (-9.115, 0.215, -3.562)
C (-9.719, -1.013, -2.892)
C (-10.773, -0.658, -1.837)
C (-10.203, 0.155, -0.761)
N (-9.746, 0.803, 0.070)
H (-8.593, 0.843, -2.839)
H (-8.395, -0.079, -4.325)
H (-9.886, 0.820, -4.042)
H (-8.927, -1.603, -2.425)
H (-10.188, -1.650, -3.644)
H (-11.192, -1.562, -1.393)
H (-11.594, -0.097, -2.290)

Calculated values
**HOMO-LUMO gap**: 9.4 eV
**E_HOMO**: -9.15 eV
**Spin multiplicity**: 1
**E_LUMO**: 0.26 eV
**Net charge**: 0
**Calculated total energy**: -2729.6458 Eh

***

2.
Entry from the Open Molecules 2025 dataset: C30H63AsF6HgNO12S6 as an isolated structure (the ωB97M-V functional and the def2-TZVPD basis).

Positions of all 120 atoms, in Å:
Hg (-3.358, -0.776, 0.115)
As (0.562, 0.384, -0.279)
F (1.095, -1.338, -0.566)
F (2.283, 0.845, -0.380)
F (0.122, 2.096, 0.040)
F (-1.178, -0.045, -0.142)
F (0.782, 0.144, 1.483)
F (0.269, 0.643, -2.029)
C (2.957, -2.562, -3.768)
C (3.340, -1.320, -2.854)
N (4.681, -0.759, -3.144)
C (5.644, -1.539, -2.436)
C (7.049, -1.504, -3.002)
C (4.733, 0.604, -2.562)
C (4.396, 1.746, -3.559)
H (2.993, -2.312, -4.829)
H (1.926, -2.867, -3.588)
H (3.606, -3.418, -3.585)
H (2.538, -0.632, -3.122)
H (3.191, -1.693, -1.840)
H (5.577, -1.414, -1.355)
H (5.354, -2.580, -2.581)
H (7.778, -1.999, -2.360)
H (7.056, -2.032, -3.955)
H (7.354, -0.465, -3.123)
H (5.729, 0.849, -2.194)
H (4.142, 0.567, -1.647)
H (5.184, 1.909, -4.295)
H (4.311, 2.650, -2.957)
H (3.462, 1.592, -4.100)
C (3.463, 2.535, 2.396)
C (4.224, 3.761, 2.906)
C (5.590, 3.267, 3.454)
S (5.284, 1.635, 4.314)
O (4.793, 1.835, 5.687)
O (6.358, 0.721, 4.077)
C (3.922, 1.210, 3.074)
H (3.603, 2.472, 1.317)
H (2.413, 2.777, 2.561)
H (3.663, 4.160, 3.751)
H (4.324, 4.477, 2.091)
H (6.038, 3.993, 4.132)
H (6.231, 3.124, 2.583)
H (3.096, 0.595, 3.431)
H (4.459, 0.701, 2.274)
C (-2.326, -5.272, -1.953)
C (-0.973, -5.078, -2.532)
C (-0.317, -3.839, -1.801)
S (-1.012, -3.720, -0.081)
O (-1.761, -2.478, 0.140)
O (-0.005, -4.147, 0.895)
C (-2.183, -5.171, -0.394)
H (-2.784, -6.223, -2.225)
H (-3.028, -4.528, -2.331)
H (-1.055, -4.901, -3.604)
H (-0.318, -5.926, -2.329)
H (-0.357, -2.865, -2.286)
H (0.756, -3.961, -1.650)
H (-3.058, -5.061, 0.247)
H (-1.507, -5.952, -0.046)
C (-2.888, 5.046, -1.485)
C (-4.152, 5.164, -0.495)
C (-4.734, 3.732, -0.167)
S (-3.752, 2.623, -1.315)
O (-4.273, 2.689, -2.700)
O (-3.467, 1.315, -0.701)
C (-2.283, 3.678, -1.227)
H (-2.187, 5.858, -1.287)
H (-3.199, 5.059, -2.529)
H (-4.840, 5.815, -1.036)
H (-3.910, 5.571, 0.487)
H (-5.769, 3.512, -0.426)
H (-4.567, 3.428, 0.866)
H (-1.555, 3.373, -1.979)
H (-2.027, 3.553, -0.175)
C (-0.584, -3.122, 4.681)
C (-1.542, -4.139, 4.046)
C (-2.917, -3.519, 3.830)
S (-2.535, -1.674, 3.717)
O (-3.256, -1.126, 4.840)
O (-2.716, -1.219, 2.346)
C (-0.707, -1.810, 3.941)
H (0.447, -3.473, 4.713)
H (-0.888, -2.792, 5.674)
H (-1.610, -5.012, 4.694)
H (-1.080, -4.385, 3.090)
H (-3.640, -3.814, 4.590)
H (-3.177, -3.717, 2.790)
H (-0.327, -0.876, 4.356)
H (-0.274, -1.909, 2.946)
C (-0.624, 2.452, 4.811)
C (-1.740, 1.641, 5.434)
C (-3.011, 1.953, 4.515)
S (-2.410, 2.582, 2.909)
O (-2.726, 4.017, 2.835)
O (-2.687, 1.590, 1.875)
C (-0.625, 2.347, 3.251)
H (0.318, 2.087, 5.221)
H (-0.570, 3.465, 5.208)
H (-1.980, 2.043, 6.418)
H (-1.497, 0.594, 5.620)
H (-3.614, 2.777, 4.896)
H (-3.688, 1.116, 4.344)
H (-0.156, 3.126, 2.650)
H (-0.388, 1.333, 2.929)
C (-2.801, 0.599, -5.518)
C (-4.295, 0.193, -5.037)
C (-4.149, -1.171, -4.446)
S (-2.502, -1.202, -3.580)
O (-1.841, -2.363, -4.176)
O (-2.667, -1.074, -2.123)
C (-1.924, 0.409, -4.301)
H (-2.713, 1.561, -6.024)
H (-2.440, -0.044, -6.320)
H (-5.081, 0.176, -5.792)
H (-4.720, 0.886, -4.311)
H (-4.078, -1.833, -5.309)
H (-4.891, -1.421, -3.688)
H (-0.835, 0.363, -4.321)
H (-2.370, 1.049, -3.540)

Calculated values
**HOMO-LUMO gap (spin up / spin down)**: 7.2 / 7.6 eV
**E_HOMO (spin up / spin down)**: -6.87 / -8.23 eV
**Spin multiplicity**: 2
**E_LUMO (spin up / spin down)**: 0.37 / -0.62 eV
**Net charge**: 0
**Calculated total energy**: -7515.9341 Eh

***

3.
Entry from the Open Molecules 2025 dataset: a 12-piece molecular cluster, C30H63Cl12NO16 overall (the ωB97M-V functional and the def2-TZVPD basis).

Positions of all 122 atoms, in Å:
C (1.008, 0.737, 2.320)
O (-0.095, 1.163, 1.566)
C (0.215, 1.338, 0.209)
C (-1.035, 1.562, -0.618)
C (-2.071, 0.484, -0.561)
N (-0.633, 1.737, -2.011)
H (0.811, 0.738, 3.390)
H (1.964, 1.267, 2.197)
H (1.204, -0.306, 2.020)
H (0.885, 2.196, 0.037)
H (0.739, 0.456, -0.215)
H (-1.473, 2.524, -0.336)
H (-3.005, 0.778, -1.038)
H (-2.319, 0.196, 0.459)
H (-1.721, -0.405, -1.097)
H (0.225, 2.281, -2.142)
H (-0.297, 0.858, -2.428)
C (1.387, 7.582, -0.395)
C (2.344, 6.461, -0.733)
O (1.624, 5.602, -1.619)
C (2.160, 4.492, -2.049)
O (1.530, 3.734, -2.665)
O (3.358, 4.298, -1.567)
C (4.039, 3.140, -1.989)
H (0.596, 7.140, 0.223)
H (0.903, 8.066, -1.237)
H (1.846, 8.323, 0.261)
H (2.568, 5.901, 0.175)
H (3.293, 6.844, -1.111)
H (4.908, 3.379, -2.611)
H (3.418, 2.534, -2.663)
H (4.386, 2.439, -1.229)
C (-4.322, 1.965, 1.640)
C (-5.555, 1.449, 0.943)
O (-6.309, 0.702, 1.887)
C (-7.136, -0.205, 1.457)
O (-7.380, -0.416, 0.314)
O (-7.647, -0.814, 2.504)
C (-8.739, -1.694, 2.258)
H (-3.647, 2.419, 0.908)
H (-3.781, 1.175, 2.156)
H (-4.541, 2.783, 2.330)
H (-5.218, 0.863, 0.087)
H (-6.193, 2.265, 0.601)
H (-9.677, -1.155, 2.085)
H (-8.867, -2.339, 3.116)
H (-8.585, -2.247, 1.328)
C (3.367, -6.990, 2.317)
C (3.389, -6.031, 3.486)
O (4.182, -4.876, 3.212)
C (3.667, -3.956, 2.387)
O (2.520, -3.929, 1.986)
O (4.653, -3.104, 2.044)
C (4.329, -2.058, 1.125)
H (2.698, -6.630, 1.526)
H (3.032, -7.982, 2.604)
H (4.339, -7.018, 1.820)
H (3.914, -6.520, 4.306)
H (2.420, -5.687, 3.823)
H (3.662, -2.366, 0.325)
H (5.303, -1.878, 0.651)
H (4.051, -1.078, 1.505)
C (0.386, -2.629, -7.528)
C (-0.841, -3.511, -7.301)
O (-1.395, -3.140, -6.018)
C (-1.204, -3.907, -4.924)
O (-0.754, -5.010, -4.898)
O (-1.509, -3.134, -3.846)
C (-1.504, -3.696, -2.572)
H (0.150, -1.624, -7.861)
H (0.923, -3.144, -8.327)
H (0.906, -2.612, -6.575)
H (-0.578, -4.564, -7.225)
H (-1.635, -3.344, -8.022)
H (-0.554, -4.109, -2.227)
H (-2.345, -4.361, -2.419)
H (-1.610, -2.859, -1.874)
C (3.090, -2.000, 6.135)
C (3.101, -0.493, 6.220)
O (4.367, 0.017, 5.928)
C (4.600, 0.413, 4.694)
O (3.913, 0.143, 3.755)
O (5.691, 1.139, 4.702)
C (6.223, 1.644, 3.480)
H (3.805, -2.449, 6.817)
H (3.259, -2.295, 5.097)
H (2.090, -2.389, 6.346)
H (2.893, -0.165, 7.238)
H (2.282, -0.090, 5.624)
H (5.430, 1.972, 2.806)
H (6.826, 0.891, 2.972)
H (6.846, 2.490, 3.748)
Cl (-3.839, 3.940, -2.745)
C (-2.434, 4.712, -1.991)
Cl (-2.662, 6.457, -1.792)
H (-2.352, 4.317, -0.987)
H (-1.556, 4.511, -2.590)
Cl (-3.925, 0.696, -5.555)
C (-2.395, 1.059, -4.722)
Cl (-1.023, 0.305, -5.505)
H (-2.269, 2.133, -4.689)
H (-2.574, 0.739, -3.704)
Cl (-4.439, -1.426, -1.641)
C (-5.678, -2.585, -1.169)
Cl (-5.410, -4.273, -1.624)
H (-5.643, -2.565, -0.088)
H (-6.616, -2.189, -1.527)
Cl (-1.668, -3.052, 3.934)
C (-1.759, -2.272, 2.331)
Cl (-3.469, -1.925, 1.968)
H (-1.186, -1.362, 2.419)
H (-1.441, -3.014, 1.618)
Cl (4.854, -1.090, -2.666)
C (3.225, -0.970, -3.316)
Cl (1.939, -0.757, -2.091)
H (3.150, -0.110, -3.966)
H (2.976, -1.869, -3.862)
Cl (-0.240, 5.587, 2.828)
C (0.445, 4.121, 2.098)
Cl (2.202, 4.072, 2.327)
H (0.015, 3.189, 2.440)
H (0.223, 4.256, 1.044)

Calculated values
**HOMO-LUMO gap**: 9.7 eV
**E_HOMO**: -9.51 eV
**Spin multiplicity**: 1
**E_LUMO**: 0.19 eV
**SMILES**: COC[C@H](C)N.CCOC(=O)OC.CCOC(=O)OC.CCOC(=O)OC.CCOC(=O)OC.CCOC(=O)OC.ClCCl.ClCCl.ClCCl.ClCCl.ClCCl.ClCCl
**Net charge**: 0
**Calculated total energy**: -7961.7721 Eh

***

4.
Entry from the Open Molecules 2025 dataset: C30H64Br6Cl2Cu2NO2P as an isolated structure (the ωB97M-V functional and the def2-TZVPD basis).

Positions of all 108 atoms, in Å:
Cu (2.988, -2.300, -0.446)
Cu (2.394, -4.816, -2.727)
C (-2.503, 3.046, 0.333)
C (-1.191, 3.080, -0.540)
C (0.136, 3.357, 0.189)
C (0.291, 2.238, 1.204)
P (1.786, 2.277, 2.092)
C (3.225, 2.042, 0.923)
C (4.688, 2.080, 1.530)
C (5.812, 2.480, 0.533)
C (5.798, 1.501, -0.676)
C (2.113, 3.936, 2.802)
C (1.353, 4.289, 4.122)
C (0.734, 5.626, 4.079)
C (-0.380, 5.641, 3.042)
C (2.092, 0.812, 3.112)
C (2.788, 0.968, 4.538)
C (2.901, -0.496, 5.106)
C (3.821, -0.682, 6.330)
H (-2.798, 4.073, 0.548)
H (-2.669, 2.402, 1.196)
H (-3.368, 2.649, -0.198)
H (-1.318, 3.836, -1.315)
H (-1.121, 2.087, -0.985)
H (0.219, 4.296, 0.736)
H (0.987, 3.298, -0.489)
H (0.360, 1.252, 0.743)
H (-0.497, 2.103, 1.945)
H (3.035, 2.859, 0.227)
H (3.124, 1.138, 0.323)
H (4.914, 1.136, 2.026)
H (4.709, 2.762, 2.380)
H (6.782, 2.287, 0.990)
H (5.716, 3.533, 0.269)
H (5.580, 0.448, -0.493)
H (6.750, 1.577, -1.202)
H (5.120, 1.911, -1.424)
H (1.834, 4.589, 1.975)
H (3.188, 4.025, 2.958)
H (1.947, 4.146, 5.025)
H (0.548, 3.565, 4.251)
H (1.555, 6.334, 3.966)
H (0.282, 5.651, 5.071)
H (0.136, 5.846, 2.104)
H (-1.137, 6.417, 3.151)
H (-0.780, 4.629, 2.978)
H (2.672, 0.174, 2.445)
H (1.150, 0.265, 3.066)
H (2.177, 1.572, 5.210)
H (3.750, 1.460, 4.393)
H (3.383, -1.096, 4.335)
H (1.965, -1.056, 5.116)
H (3.875, -1.688, 6.746)
H (3.472, 0.030, 7.078)
H (4.887, -0.469, 6.250)
C (-2.520, -2.650, -8.625)
C (-2.338, -1.431, -7.740)
C (-2.936, -1.642, -6.350)
C (-2.664, -0.519, -5.412)
N (-2.695, -1.064, -3.917)
C (-3.961, -1.746, -3.567)
C (-4.041, -1.799, -2.022)
C (-3.372, -0.364, -1.660)
C (-2.718, 0.128, -2.945)
C (-1.470, -1.996, -3.628)
H (-1.827, -3.434, -8.321)
H (-2.222, -2.405, -9.644)
H (-3.591, -2.852, -8.650)
H (-2.908, -0.663, -8.264)
H (-1.290, -1.140, -7.810)
H (-2.653, -2.586, -5.883)
H (-4.017, -1.706, -6.478)
H (-3.368, 0.309, -5.490)
H (-1.698, -0.024, -5.519)
H (-3.994, -2.723, -4.049)
H (-4.723, -1.163, -4.083)
H (-3.475, -2.619, -1.581)
H (-5.045, -1.716, -1.605)
H (-2.760, -0.272, -0.762)
H (-4.145, 0.379, -1.462)
H (-1.718, 0.486, -2.699)
H (-3.243, 1.023, -3.277)
H (-1.531, -2.858, -4.293)
H (-1.474, -2.269, -2.573)
H (-0.531, -1.570, -3.983)
O (1.212, -1.142, 0.404)
C (-0.012, -1.967, 0.391)
C (0.315, -3.481, 0.021)
O (1.395, -3.850, -0.848)
H (-0.654, -1.656, -0.433)
H (-0.627, -1.828, 1.280)
H (-0.540, -4.087, -0.279)
H (0.557, -3.844, 1.020)
C (-1.519, -5.841, -2.318)
Cl (-3.015, -5.529, -1.274)
Cl (-1.964, -6.797, -3.717)
H (-1.285, -4.890, -2.798)
H (-0.757, -6.310, -1.695)
C (0.444, -3.873, 4.078)
Br (1.540, -4.931, 5.389)
Br (-0.341, -2.350, 5.000)
Br (-0.969, -4.896, 3.219)
H (1.102, -3.463, 3.313)
C (-3.951, -2.258, 2.925)
Br (-3.906, -3.580, 1.404)
Br (-2.648, -0.753, 2.691)
Br (-3.834, -3.201, 4.609)
H (-4.893, -1.712, 2.966)

Calculated values
**HOMO-LUMO gap (spin up / spin down)**: 7.4 / 3.8 eV
**E_HOMO (spin up / spin down)**: -18.92 / -18.92 eV
**Spin multiplicity**: 3
**E_LUMO (spin up / spin down)**: -11.52 / -15.07 eV
**Net charge**: +4
**Calculated total energy**: -21371.7054 Eh